Entry 1:
{"formula": "C46H80IN4O30P2S", "method": "ωB97M-V/def2-TZVPD", "symbols": ["C", "C", "C", "I", "C", "N", "C", "P", "N", "O", "C", "N", "C", "C", "C", "C", "N", "P", "O", "O", "S", "H", "H", "H", "H", "H", "H", "H", "H", "H", "H", "H", "H", "H", "H", "H", "H", "H", "H", "H", "H", "H", "H", "H", "H", "H", "H", "C", "C", "C", "O", "C", "O", "O", "H", "H", "H", "H", "H", "H", "C", "C", "C", "O", "C", "O", "O", "H", "H", "H", "H", "H", "H", "C", "C", "C", "O", "C", "O", "O", "H", "H", "H", "H", "H", "H", "C", "C", "C", "O", "C", "O", "O", "H", "H", "H", "H", "H", "H", "C", "C", "C", "O", "C", "O", "O", "H", "H", "H", "H", "H", "H", "C", "C", "C", "O", "C", "O", "O", "H", "H", "H", "H", "H", "H", "C", "C", "C", "O", "C", "O", "O", "H", "H", "H", "H", "H", "H", "C", "C", "C", "O", "C", "O", "O", "H", "H", "H", "H", "H", "H", "C", "C", "C", "O", "C", "O", "O", "H", "H", "H", "H", "H", "H"], "coordinates": [[-2.297, 5.960, 3.191], [-2.626, 4.430, 2.611], [-4.248, 4.120, 2.508], [-4.977, 4.613, 4.564], [-5.031, 4.952, 1.336], [-6.537, 4.778, 1.313], [-7.080, 6.035, 0.663], [-9.025, 5.992, 0.773], [-9.625, 7.707, 0.832], [-9.494, 5.328, 2.319], [-6.556, 5.997, -0.903], [-5.664, 4.831, -1.242], [-4.544, 4.571, -0.212], [-3.249, 5.422, -0.737], [-3.352, 7.048, -0.577], [-2.091, 7.727, 0.269], [-2.599, 8.670, 1.337], [-4.214, 2.660, -0.419], [-5.523, 1.789, 0.367], [-2.633, 2.166, 0.103], [-4.317, 2.165, -2.339], [-3.230, 6.637, 2.990], [-2.138, 5.887, 4.372], [-1.282, 6.391, 2.770], [-2.016, 4.159, 1.655], [-2.226, 3.700, 3.467], [-4.357, 2.949, 2.446], [-4.845, 6.107, 1.578], [-6.951, 4.605, 2.249], [-6.775, 7.036, 1.190], [-9.018, 8.245, 0.148], [-9.533, 8.098, 1.797], [-10.468, 5.546, 2.489], [-6.095, 7.030, -1.269], [-7.544, 5.865, -1.559], [-6.291, 3.970, -1.253], [-5.305, 4.933, -2.216], [-3.168, 5.212, -1.909], [-2.215, 5.097, -0.294], [-3.305, 7.536, -1.664], [-4.327, 7.444, -0.064], [-1.470, 8.399, -0.496], [-1.377, 6.881, 0.647], [-1.893, 8.846, 2.086], [-3.525, 8.390, 1.727], [-5.138, 1.101, 1.014], [-1.919, 2.350, -0.575], [0.570, -1.576, 1.055], [0.007, -0.842, 2.259], [-1.292, -0.140, 1.996], [-1.301, 0.850, 3.009], [0.011, 1.149, 3.256], [0.392, 2.095, 3.919], [0.840, 0.240, 2.651], [0.465, -2.658, 1.192], [0.031, -1.326, 0.135], [1.629, -1.350, 0.898], [-0.063, -1.524, 3.115], [-2.156, -0.803, 2.085], [-1.323, 0.368, 1.026], [5.117, 1.674, 4.801], [5.355, 1.706, 3.302], [4.143, 2.067, 2.497], [4.452, 1.509, 1.232], [5.249, 0.425, 1.483], [5.548, -0.419, 0.660], [5.661, 0.416, 2.791], [5.601, 2.533, 5.277], [4.052, 1.740, 5.048], [5.512, 0.760, 5.257], [6.208, 2.357, 3.071], [3.989, 3.146, 2.424], [3.223, 1.593, 2.859], [-3.997, -0.976, -7.309], [-3.573, -0.543, -5.917], [-2.090, -0.417, -5.740], [-1.946, -0.559, -4.338], [-2.978, -1.362, -3.934], [-3.069, -1.868, -2.830], [-3.893, -1.526, -4.942], [-4.450, -0.133, -7.842], [-3.145, -1.304, -7.913], [-4.724, -1.794, -7.278], [-4.098, 0.377, -5.633], [-1.703, 0.547, -6.080], [-1.524, -1.224, -6.221], [-0.330, -7.626, -0.888], [-0.893, -6.892, 0.316], [-2.192, -6.190, 0.054], [-2.201, -5.199, 1.066], [-0.889, -4.901, 1.314], [-0.508, -3.954, 1.977], [-0.060, -5.810, 0.708], [-0.435, -8.707, -0.751], [-0.869, -7.375, -1.808], [0.729, -7.399, -1.045], [-0.963, -7.574, 1.173], [-3.056, -6.852, 0.142], [-2.223, -5.681, -0.917], [4.238, -3.343, 7.510], [5.563, -2.821, 6.984], [6.765, -3.442, 7.630], [7.762, -2.461, 7.403], [7.106, -1.261, 7.364], [7.652, -0.173, 7.387], [5.749, -1.448, 7.300], [3.762, -3.982, 6.759], [4.367, -3.958, 8.406], [3.548, -2.529, 7.757], [5.595, -2.909, 5.891], [7.043, -4.397, 7.177], [6.659, -3.572, 8.713], [6.017, -1.681, -1.528], [6.255, -1.649, -3.027], [5.043, -1.288, -3.832], [5.352, -1.846, -5.097], [6.149, -2.930, -4.846], [6.448, -3.774, -5.670], [6.561, -2.939, -3.538], [6.501, -0.822, -1.053], [4.952, -1.615, -1.281], [6.412, -2.595, -1.072], [7.108, -0.998, -3.258], [4.889, -0.209, -3.905], [4.123, -1.762, -3.470], [7.697, 7.607, 5.209], [6.945, 6.452, 5.845], [7.652, 5.133, 5.750], [6.582, 4.214, 5.885], [5.480, 4.843, 5.373], [4.420, 4.295, 5.135], [5.732, 6.174, 5.160], [8.099, 8.266, 5.985], [8.553, 7.262, 4.620], [7.053, 8.200, 4.552], [6.682, 6.701, 6.881], [8.394, 4.993, 6.540], [8.124, 4.962, 4.776], [-5.602, -7.368, -7.590], [-4.926, -6.200, -8.285], [-4.070, -5.362, -7.383], [-4.030, -4.128, -8.077], [-5.210, -4.044, -8.764], [-5.621, -3.039, -9.314], [-5.872, -5.245, -8.747], [-5.131, -8.309, -7.893], [-5.504, -7.308, -6.501], [-6.669, -7.423, -7.829], [-4.370, -6.555, -9.162], [-3.066, -5.773, -7.251], [-4.520, -5.182, -6.400], [4.375, -9.415, -4.754], [3.156, -8.954, -3.975], [2.420, -10.059, -3.279], [1.126, -9.502, -3.127], [0.961, -8.644, -4.180], [-0.098, -8.134, -4.497], [2.148, -8.439, -4.834], [5.290, -9.103, -4.239], [4.420, -10.506, -4.834], [4.392, -9.002, -5.767], [3.435, -8.149, -3.283], [2.856, -10.312, -2.309], [2.328, -10.968, -3.883]], "forces_ev_per_a": [[0.12, -0.73, 0.60], [0.48, -0.06, 1.60], [1.54, -0.65, -0.71], [-0.17, -0.31, -1.35], [-0.26, 0.57, 0.64], [0.88, 1.48, -0.36], [0.86, -0.04, 1.13], [-2.06, -0.11, -0.49], [2.15, -1.15, 0.46], [-0.18, 1.86, -1.31], [-2.75, 2.42, -0.44], [-1.25, -0.65, 1.17], [1.82, 0.54, 1.32], [0.40, 0.28, -1.25], [0.54, 1.21, -0.24], [0.19, 0.27, -1.03], [0.14, -0.91, -0.39], [0.53, -2.61, -1.80], [4.14, 0.72, 0.63], [-2.39, 1.46, -0.15], [-0.15, 1.00, 1.38], [2.11, -1.04, 0.37], [-0.50, 0.18, -2.69], [-2.31, -0.86, 0.64], [-1.40, 0.58, 1.61], [-0.88, 1.37, -2.11], [-0.09, 2.45, -0.04], [0.13, -2.42, -0.76], [0.54, 0.32, -0.73], [0.09, -1.69, -0.94], [-1.11, -0.50, 1.20], [0.16, -0.09, -1.11], [1.93, -0.42, -0.52], [-0.70, -2.49, 0.99], [2.10, 0.11, 1.21], [0.87, 1.08, -0.08], [0.07, -0.31, 0.89], [-0.13, 0.19, 2.52], [-2.28, 0.32, -0.57], [-0.31, -1.15, 2.38], [1.73, -0.97, -0.99], [-1.25, -1.61, 1.64], [-1.35, 1.44, -0.54], [-1.06, -0.39, -0.89], [1.46, 0.17, -0.26], [-0.82, 1.30, -1.26], [-1.52, -0.24, 0.59], [0.27, -0.24, -0.39], [0.27, -1.31, -0.94], [-0.58, -0.57, -0.30], [0.71, 0.69, 0.51], [1.03, 1.38, 1.02], [-0.85, -1.73, -1.33], [-0.65, 1.44, 0.85], [0.31, 0.77, -0.12], [0.08, 0.17, 0.07], [-0.15, 0.10, 0.15], [-0.16, 0.11, -0.11], [0.08, 0.17, 0.12], [0.16, -0.27, 0.06], [0.18, -0.10, 0.52], [-0.18, 0.48, 1.48], [-0.44, 0.84, 0.33], [0.72, -1.12, -0.49], [0.47, -1.19, -0.69], [-0.87, 1.91, 2.21], [-0.27, -0.41, -1.73], [-0.21, -1.02, -0.23], [0.16, -0.09, -0.12], [0.06, 0.08, -0.23], [-0.12, 0.01, -0.13], [0.03, -0.20, -0.14], [0.18, 0.07, 0.19], [-0.12, 0.15, -0.31], [-0.40, 0.07, -1.34], [0.41, 0.55, -0.50], [-0.58, -0.56, 0.81], [-0.34, -1.00, 1.76], [0.24, 1.04, -2.12], [0.81, -0.06, 1.33], [-0.01, -0.20, 0.08], [-0.14, -0.12, 0.17], [0.17, 0.33, 0.05], [0.19, -0.01, 0.07], [0.02, -0.12, 0.23], [-0.23, 0.06, -0.12], [-0.05, -0.33, -0.22], [0.25, -1.04, -0.84], [-0.68, -0.52, -0.33], [1.03, 0.71, 0.60], [0.52, 0.96, 0.77], [-1.15, -2.31, -0.82], [-0.59, 1.38, 0.88], [0.12, 0.20, -0.05], [0.16, 0.07, 0.09], [-0.19, -0.03, 0.16], [-0.14, 0.16, -0.04], [0.06, 0.24, 0.13], [0.15, -0.20, 0.01], [-0.34, -0.29, -0.01], [-1.06, -0.61, 0.04], [0.19, -0.81, -0.10], [-0.16, 1.02, -0.07], [0.99, 2.13, 0.09], [-1.15, -2.31, -0.07], [1.21, 0.47, 0.07], [0.02, 0.16, 0.12], [0.03, 0.20, -0.03], [0.20, -0.08, -0.14], [0.16, -0.05, 0.13], [0.15, 0.22, 0.03], [-0.23, -0.01, -0.12], [0.23, 0.19, -0.22], [-0.04, 0.24, 1.38], [-0.29, 0.74, 0.08], [0.52, -0.83, -0.28], [0.69, -1.70, -1.31], [-0.68, 1.76, 1.65], [-0.31, -0.31, -1.52], [-0.13, -0.49, -0.34], [0.23, -0.08, -0.10], [0.04, 0.17, -0.17], [-0.18, 0.00, -0.13], [0.03, -0.17, -0.18], [0.17, 0.03, 0.21], [0.30, 0.33, 0.02], [0.73, 1.03, -0.08], [0.85, -0.07, 0.42], [-1.01, 0.36, -0.25], [-1.93, -0.51, -0.45], [2.00, 1.67, 0.44], [-0.57, -1.31, 0.05], [-0.12, -0.06, -0.17], [-0.20, -0.02, -0.02], [0.02, -0.15, 0.21], [0.08, -0.19, -0.07], [-0.22, -0.17, -0.08], [-0.01, 0.24, 0.06], [-0.01, -0.43, 0.14], [-0.23, -1.18, 0.37], [0.72, -0.41, 0.42], [-0.73, 0.44, -0.65], [-0.98, 1.57, -1.08], [0.90, -2.00, 1.17], [0.43, 1.40, -0.16], [-0.15, 0.15, 0.02], [-0.09, 0.12, -0.13], [0.24, 0.07, -0.08], [0.07, 0.14, 0.15], [-0.08, 0.24, -0.08], [-0.08, -0.21, -0.10], [0.44, -0.10, -0.02], [1.24, -0.23, -0.30], [0.43, -0.48, 0.60], [-0.57, 0.72, -0.61], [-1.65, 0.95, -0.84], [2.05, -1.02, 0.74], [-1.47, -0.04, 0.48], [-0.15, 0.00, -0.17], [-0.14, 0.13, -0.07], [-0.06, 0.03, 0.26], [-0.12, -0.15, 0.04], [-0.24, 0.07, -0.06], [0.21, 0.14, -0.05]], "e_lumo_ev": -2.7971, "spin_multiplicity": 1, "energy_ha": -5655.3344, "charge": 1}


Entry 2:
{"formula": "C4H8N8", "method": "ωB97M-V/def2-TZVPD", "symbols": ["C", "C", "C", "C", "N", "N", "N", "N", "N", "N", "N", "N", "H", "H", "H", "H", "H", "H", "H", "H"], "coordinates": [[-0.392, 1.353, -0.138], [1.751, 0.837, 0.231], [-5.014, -0.084, 0.006], [0.415, -1.142, -0.329], [0.346, 2.387, 0.238], [1.676, 2.142, 0.422], [-4.196, -1.160, 0.089], [-2.956, -0.838, 0.094], [0.530, 0.250, -0.044], [-2.996, 0.478, -0.009], [-4.232, 0.979, -0.126], [2.808, 0.024, 0.337], [0.045, 3.317, 0.285], [-6.016, -0.115, -0.207], [1.067, -1.441, -1.173], [0.670, -1.684, 0.646], [-0.538, -1.377, -0.677], [-2.122, 0.965, -0.110], [2.496, -0.957, 0.371], [3.648, 0.362, 0.783]], "forces_ev_per_a": [[0.37, -1.55, 0.50], [-1.06, 1.08, 0.62], [4.99, -0.01, -0.67], [1.51, -0.65, 0.93], [0.22, -2.31, -0.88], [0.97, -1.35, 0.12], [-1.95, -3.15, 0.50], [-1.21, 1.58, 0.02], [-0.16, 4.27, -0.48], [-2.40, -0.35, -0.23], [0.85, 0.57, 0.49], [0.41, -1.06, -0.18], [-0.51, 1.20, 0.01], [-2.16, -0.05, 0.03], [0.13, 0.16, 0.63], [-0.51, 0.19, -1.52], [-1.84, -0.34, 0.02], [1.27, 1.28, -0.19], [1.27, 0.86, 0.27], [-0.19, -0.35, 0.00]], "e_lumo_ev": 0.6372, "relative_energy_kcal_mol": 0.0, "spin_multiplicity": 1, "energy_ha": -595.1772}


Entry 3:
{"formula": "C3HN", "method": "ωB97M-V/def2-TZVPD", "symbols": ["C", "C", "C", "N", "H"], "coordinates": [[-1.790, 0.017, -0.015], [-0.637, -0.063, -0.040], [0.726, 0.232, 0.020], [1.877, -0.129, 0.007], [-2.927, -0.212, 0.165]], "forces_ev_per_a": [[-8.82, -1.26, 0.92], [5.70, 1.61, 0.05], [4.95, -3.75, -0.42], [-4.84, 2.51, 0.18], [3.02, 0.89, -0.72]], "e_lumo_ev": 0.0996, "relative_energy_kcal_mol": 19.4, "spin_multiplicity": 1, "energy_ha": -169.5507, "smiles": "C#CC#N"}


Entry 4:
{"formula": "C40H28BiCl2N6O2PS2Se2", "method": "ωB97M-V/def2-TZVPD", "symbols": ["Bi", "Cl", "C", "C", "C", "N", "C", "O", "C", "C", "C", "C", "C", "N", "C", "C", "C", "Cl", "N", "C", "O", "C", "C", "C", "C", "C", "N", "H", "H", "H", "H", "H", "H", "H", "H", "H", "H", "Se", "Se", "C", "C", "C", "C", "C", "N", "C", "C", "C", "C", "C", "N", "H", "H", "H", "H", "H", "H", "H", "H", "S", "P", "S", "C", "C", "C", "C", "C", "C", "C", "C", "C", "C", "C", "C", "H", "H", "H", "H", "H", "H", "H", "H", "H", "H"], "coordinates": [[-0.406, -1.286, -0.781], [-6.870, -4.125, -1.396], [-5.166, -4.019, -1.093], [-4.520, -2.931, -1.636], [-3.135, -2.771, -1.451], [-2.415, -1.662, -1.892], [-2.962, -0.721, -2.749], [-3.960, -0.899, -3.428], [-2.286, 0.612, -2.728], [-3.042, 1.664, -3.236], [-2.497, 2.953, -3.234], [-1.201, 3.132, -2.678], [-0.529, 2.036, -2.198], [-1.044, 0.767, -2.218], [-2.395, -3.833, -0.825], [-3.058, -5.013, -0.418], [-4.439, -5.055, -0.463], [-5.252, -6.385, 0.247], [-1.081, -3.564, -0.627], [1.110, -4.269, -3.063], [1.935, -5.211, -2.962], [1.662, -2.951, -3.214], [3.116, -2.877, -3.384], [3.681, -1.713, -3.768], [2.823, -0.563, -3.932], [1.486, -0.716, -3.865], [0.917, -1.859, -3.438], [-5.111, -2.203, -2.208], [-4.050, 1.465, -3.614], [-3.086, 3.777, -3.634], [-0.759, 4.124, -2.648], [0.412, 2.211, -1.688], [-2.520, -5.870, 0.004], [3.674, -3.810, -3.261], [4.762, -1.564, -3.953], [3.221, 0.416, -4.219], [0.822, 0.097, -4.123], [0.302, -0.868, 2.689], [1.452, -2.947, 3.649], [0.914, -4.116, 2.227], [1.209, -5.504, 2.226], [0.764, -6.236, 1.111], [0.013, -5.635, 0.134], [-0.308, -4.256, 0.276], [0.231, -3.489, 1.252], [1.965, -0.417, 1.853], [2.914, 0.155, 2.727], [4.152, 0.460, 2.145], [4.397, 0.237, 0.772], [3.394, -0.401, 0.057], [2.164, -0.712, 0.563], [1.669, -5.930, 3.099], [0.982, -7.287, 1.031], [-0.276, -6.165, -0.770], [0.019, -4.360, -2.806], [2.717, 0.325, 3.783], [4.950, 0.866, 2.763], [5.315, 0.602, 0.302], [3.572, -0.749, -0.970], [1.804, 3.259, 0.139], [0.311, 3.106, 1.440], [-0.901, 1.461, 1.438], [-0.848, 4.496, 1.234], [-0.245, 5.675, 0.863], [-1.078, 6.686, 0.357], [-2.455, 6.536, 0.327], [-3.027, 5.404, 0.903], [-2.220, 4.349, 1.317], [1.014, 3.273, 3.108], [2.056, 4.175, 3.285], [2.542, 4.428, 4.573], [2.058, 3.715, 5.672], [1.063, 2.744, 5.439], [0.516, 2.552, 4.172], [0.864, 5.824, 0.889], [-0.556, 7.568, -0.073], [-3.072, 7.323, -0.088], [-4.121, 5.309, 1.007], [-2.654, 3.392, 1.636], [2.430, 4.713, 2.410], [3.267, 5.249, 4.692], [2.536, 3.827, 6.668], [0.668, 2.133, 6.241], [-0.300, 1.843, 4.014]], "forces_ev_per_a": [[-1.29, -1.28, -0.36], [-0.04, -0.21, 0.28], [0.33, -0.56, -0.06], [0.27, 0.43, 0.01], [-0.48, -1.15, -0.56], [0.88, 0.88, 0.91], [-0.24, -1.20, 0.73], [0.58, 0.34, 0.06], [0.50, 0.69, -0.22], [0.17, 0.80, -0.14], [0.66, -0.65, 0.51], [-1.61, 0.26, -1.02], [-0.20, -1.11, 0.48], [-0.71, 0.99, -0.28], [-1.16, 0.30, -0.68], [0.10, 0.44, 0.26], [-0.29, 0.72, -0.60], [-0.20, -0.38, 0.04], [1.16, 2.03, 0.05], [1.27, -3.27, 2.32], [-2.91, 1.81, -0.59], [2.98, 3.04, -1.68], [-1.67, -1.48, 0.26], [0.03, 2.61, -0.08], [2.16, -0.63, -0.73], [-0.82, -0.33, 0.85], [-0.63, -1.20, 0.14], [0.48, -0.44, 0.48], [0.53, 0.01, 0.15], [0.29, -0.08, 0.17], [0.06, -0.24, 0.16], [0.12, -0.39, -0.09], [-0.22, 0.59, -0.09], [-0.19, 0.53, -0.04], [-0.77, -0.39, 0.27], [0.03, -0.46, 0.05], [-0.15, 0.00, 0.22], [0.25, -1.05, 0.59], [-0.67, 0.84, -0.45], [-0.02, -0.19, -0.63], [-0.97, 1.24, -0.59], [0.42, 0.30, 1.13], [-0.44, 1.27, -0.38], [1.29, -0.95, 0.56], [-0.22, -1.79, -0.45], [0.37, 0.44, 0.31], [0.92, -0.20, -1.69], [-0.17, 0.10, -0.01], [-0.70, 0.01, 0.81], [-0.57, -0.27, -0.16], [1.22, 0.44, 0.64], [0.26, -0.26, -0.07], [0.15, -0.25, 0.02], [-0.12, 0.04, 0.25], [0.68, -0.16, -0.70], [-0.07, -0.05, -0.34], [-0.18, 0.10, -0.11], [-0.32, -0.48, 0.17], [-0.19, 0.40, 0.32], [-0.14, -0.20, 0.03], [0.03, -0.69, -0.07], [0.22, -0.38, -0.39], [0.95, -0.82, 0.35], [-0.07, 1.38, -0.61], [1.37, 0.42, -0.29], [0.07, 0.05, 0.44], [-0.67, -0.19, -0.02], [-0.52, -0.02, -0.15], [0.06, 0.05, -0.49], [-0.05, 0.43, 0.49], [0.11, 0.50, -0.26], [0.18, -0.69, -0.18], [0.15, 0.27, 0.24], [-0.10, -0.03, 0.59], [-1.22, -0.33, -0.17], [-0.75, -0.48, 0.39], [-0.05, -0.03, 0.04], [0.63, 0.10, -0.24], [0.24, 0.56, -0.09], [0.04, -0.15, 0.39], [-0.21, -0.65, 0.08], [-0.64, 0.05, -0.76], [0.15, 0.11, 0.17], [0.31, 0.21, 0.11]], "e_lumo_ev": [-2.1401, -2.1406], "relative_energy_kcal_mol": 39.6, "spin_multiplicity": 1, "energy_ha": -9095.7097}


Entry 5:
{"formula": "C4H2Br2", "method": "ωB97M-V/def2-TZVPD", "symbols": ["C", "C", "C", "C", "Br", "Br", "H", "H"], "coordinates": [[-0.742, -0.783, 0.982], [-1.069, 0.018, -0.050], [-1.104, 0.673, -1.072], [1.426, 0.418, -0.118], [1.045, -1.074, 0.968], [3.185, 1.132, 0.012], [-1.337, -1.730, 1.005], [-1.406, 1.346, -1.726]], "forces_ev_per_a": [[-2.49, -2.03, 0.09], [-0.91, 1.04, -1.12], [0.15, -2.30, 2.91], [0.57, 1.28, -1.24], [2.49, -0.97, 1.32], [0.24, -0.46, 0.35], [0.75, 0.76, 0.58], [-0.79, 2.67, -2.87]], "e_lumo_ev": [-1.6227, -0.2149], "relative_energy_kcal_mol": 126.1, "spin_multiplicity": 1, "energy_ha": -5301.2991}